# 1
# C3H12FN3OPS

A 2-piece molecular cluster, C3H12FN3OPS overall (the ωB97M-V functional and the def2-TZVPD basis, the Open Molecules 2025 dataset).

Structure (XYZ):
```
22
Properties=species:S:1:pos:R:3:nbo_charge:R:1
C -1.24 -1.92 -2.22 -0.679
C 0.05 -1.77 -2.93 0.362
F -0.08 -2.22 -4.19 -0.318
N 0.46 -0.33 -3.10 -0.813
P 1.28 0.45 -1.67 0.892
S 0.14 0.85 -0.19 -0.369
H -1.36 -2.96 -2.01 0.263
H -1.24 -1.40 -1.27 0.255
H -2.05 -1.57 -2.83 0.243
H 0.83 -2.35 -2.46 0.197
H 1.12 -0.32 -3.89 0.458
H -0.34 0.23 -3.38 0.463
H 2.37 -0.37 -1.33 0.026
H 1.81 1.61 -2.25 0.017
C 0.06 1.80 3.89 0.774
O 0.69 2.48 3.11 -0.668
N 0.24 1.86 5.24 -0.842
N -0.90 0.92 3.46 -0.851
H -0.28 1.30 5.90 0.392
H 0.93 2.49 5.59 0.414
H -1.04 0.89 2.47 0.393
H -1.45 0.33 4.06 0.393
```

The calculation puts the orbital gap at 8.27 eV. As for the charge: +1. As for the total energy: -32658.6880 eV. The calculation puts the LUMO energy at -3.79 eV.

=====

# 2
# C40H44N8PSbSe4Ti

C40H44N8PSbSe4Ti as an isolated structure (the ωB97M-V functional and the def2-TZVPD basis, the Open Molecules 2025 dataset).

Structure (XYZ):
```
99
Properties=species:S:1:pos:R:3:lowdin_charge:R:1
Ti 0.85 -0.40 -0.11 0.359
C 2.68 -1.90 5.28 -0.083
C 1.65 -1.01 5.59 -0.085
C 0.98 -0.34 4.58 -0.033
C 1.36 -0.57 3.26 -0.243
C 2.38 -1.45 2.94 -0.069
C 3.04 -2.12 3.96 -0.061
N 0.66 0.07 2.18 -0.007
N -0.02 1.06 2.51 0.099
C -0.73 1.66 1.42 -0.340
C -1.65 2.63 1.81 -0.051
C -2.42 3.24 0.84 -0.094
C -2.24 2.87 -0.49 -0.084
C -1.31 1.90 -0.85 -0.116
C -0.50 1.26 0.10 -0.215
H 3.19 -2.42 6.08 0.102
H 1.36 -0.85 6.62 0.100
H 0.15 0.32 4.80 0.102
H 2.66 -1.61 1.91 0.010
H 3.82 -2.82 3.71 0.107
H -1.77 2.86 2.87 0.107
H -3.16 3.98 1.11 0.098
H -2.85 3.33 -1.26 0.101
H -1.20 1.64 -1.89 0.090
C -3.78 -1.25 -2.68 -0.014
C -3.99 -2.73 -2.77 -0.214
C -4.81 -3.27 -3.76 -0.049
C -5.06 -4.63 -3.86 -0.082
C -4.49 -5.50 -2.94 -0.080
C -3.65 -4.99 -1.96 -0.014
C -3.40 -3.63 -1.87 -0.206
N -2.56 -3.16 -0.83 0.155
C -1.47 -2.36 -1.00 -0.411
N -0.94 -2.37 -2.24 0.138
C -0.20 -1.36 -2.91 -0.228
C 0.48 -0.36 -2.22 -0.224
C 1.06 0.64 -3.02 -0.159
C 1.01 0.62 -4.39 -0.086
C 0.39 -0.45 -5.04 -0.048
C -0.23 -1.45 -4.32 -0.214
C -0.87 -2.61 -5.02 -0.032
N -0.95 -1.68 -0.01 0.020
C -1.73 -1.64 1.20 -0.258
C -2.73 -0.68 1.34 -0.033
C -3.45 -0.58 2.51 -0.076
C -3.17 -1.44 3.56 -0.084
C -2.19 -2.42 3.41 -0.044
C -1.46 -2.54 2.23 -0.220
C -0.45 -3.64 2.08 -0.043
H -4.66 -0.73 -3.06 0.085
H -2.92 -0.92 -3.27 0.081
H -3.62 -0.93 -1.66 0.073
H -5.27 -2.59 -4.47 0.114
H -5.71 -5.00 -4.64 0.103
H -4.68 -6.56 -3.00 0.104
H -3.17 -5.66 -1.25 0.118
H -2.75 -3.46 0.11 0.149
H -1.29 -3.11 -2.82 0.124
H 1.59 1.44 -2.52 0.051
H 1.48 1.40 -4.97 0.097
H 0.40 -0.51 -6.12 0.108
H -0.85 -2.46 -6.10 0.082
H -1.92 -2.74 -4.74 0.067
H -0.34 -3.54 -4.80 0.083
H -2.92 0.00 0.51 0.107
H -4.22 0.17 2.61 0.104
H -3.71 -1.37 4.49 0.100
H -1.99 -3.10 4.22 0.112
H -0.55 -4.36 2.89 0.086
H 0.57 -3.26 2.09 0.032
H -0.55 -4.17 1.13 0.069
Se 2.95 -4.84 -3.73 -0.299
Sb 3.89 -3.61 -1.95 0.210
Se 3.05 0.34 -0.14 0.208
Se 1.82 -2.98 -0.55 -0.092
Se 3.16 -4.68 0.44 -0.087
C 2.92 5.68 2.15 -0.126
N 3.61 4.31 2.07 -0.074
C 4.79 4.43 1.10 -0.112
N 4.37 4.92 -0.17 -0.149
C 3.69 6.20 -0.02 -0.170
N 2.52 6.12 0.86 -0.150
C 1.47 5.27 0.28 -0.309
P 1.96 3.49 -0.05 1.005
C 2.66 3.23 1.65 -0.310
C 3.55 3.93 -0.89 -0.324
H 3.66 6.36 2.58 0.139
H 2.07 5.56 2.82 0.141
H 3.97 4.08 2.99 0.178
H 5.21 3.42 1.02 0.147
H 5.50 5.11 1.57 0.140
H 3.36 6.53 -1.00 0.134
H 4.39 6.92 0.39 0.133
H 1.12 5.72 -0.65 0.090
H 0.61 5.26 0.97 0.085
H 3.19 2.28 1.66 0.011
H 1.85 3.19 2.38 0.094
H 3.33 4.32 -1.88 0.096
H 4.13 3.01 -1.02 0.054
```

The calculation puts the orbital gap at 5.61 eV. As for the total energy: -354442.8033 eV. The calculation puts the LUMO energy at -0.72 eV.